This record from OMol25 describes a 2-piece molecular cluster, C2H7N3O overall at a distorted geometry. The level of theory is ωB97M-V/def2-TZVPD.

- relative energy (zero: lowest compared OMol25 entry of this formula, charge and spin) (kJ/mol) = 553.3
- HOMO (alpha / beta) (eV) = -7.45 / -7.63
- multiplicity = 1
- HOMO-LUMO gap (alpha / beta) (eV) = 5.8 / 6.2
- molecular weight (Da) = 89.10
- charge = 0

The geometry in XYZ format:
```
13
C2H7N3O ωB97M-V/def2-TZVPD
H -1.05954 -2.43096 -0.11620
O -0.53054 -1.86287 -0.68316
N 1.12279 0.11821 0.17564
H 0.37587 1.36104 2.20596
N 1.07952 -0.89167 0.93338
H 1.66590 -1.65540 0.58752
H -1.00454 -0.90536 -0.74670
N -0.20988 1.69486 1.44771
C -0.82534 0.96340 -0.79309
H -1.72510 1.56349 -0.80124
H 1.44880 -0.00233 -0.79085
C 0.00151 1.11699 0.34231
H -0.33945 0.93057 -1.76128
```

This record from OMol25 describes one molecule with the formula C2H6N2Si at a distorted geometry. The level of theory is ωB97M-V/def2-TZVPD.

- relative energy (zero: lowest compared OMol25 entry of this formula, charge and spin) (kJ/mol) = 207.3
- HOMO (alpha / beta) (eV) = -8.84 / -9.18
- multiplicity = 3
- HOMO-LUMO gap (alpha / beta) (eV) = 7.9 / 7.2
- molecular weight (Da) = 86.17
- charge = 0

The geometry in XYZ format:
```
11
C2H6N2Si ωB97M-V/def2-TZVPD
H 2.41261 -0.06791 -1.01648
H -0.80988 -1.90056 -0.71603
Si -0.01669 0.04261 0.00729
C 1.26850 -0.21810 1.24297
H -1.96344 1.31011 -0.37861
N -0.97466 1.42726 -0.29473
H 1.86602 0.70989 1.43499
N -1.18814 -1.28625 -0.08238
C 1.41084 -0.30064 -1.29005
H -0.76388 2.17508 0.29145
H -1.24128 -1.89148 0.80158
```